[1]
A 2-piece molecular cluster, C4H12N2 overall. Source: OMol25; level of theory: ωB97M-V/def2-TZVPD.

ORCA input file:
```
! wB97M-V def2-TZVPD RIJCOSX def2/J DEFGRID3
* xyz 0 1
C 1.35 3.57 -0.77
C 1.39 3.41 0.54
N 0.68 2.41 1.23
H 0.94 2.77 -1.38
H 1.85 4.37 -1.29
H 1.80 4.19 1.18
H 0.88 1.48 0.90
H 0.75 2.46 2.24
C -0.57 -2.81 0.69
C -0.87 -2.82 -0.82
N -1.80 -1.76 -1.26
H -0.56 -1.76 0.99
H 0.38 -3.28 0.95
H -1.31 -3.40 1.23
H -1.27 -3.77 -1.17
H 0.05 -2.64 -1.37
H -2.45 -1.51 -0.52
H -1.24 -0.92 -1.37
*
```

Values from the calculation:
LUMO level	0.7613	eV
HOMO energy	-8.542	eV
SMILES string	C=CN.CCN

So, what does the Löwdin scheme give us? The charges, in e, come out as: number 1, C, carries -0.03; number 2, C, carries -0.31; number 3, N, carries 0.02; number 4, H, carries 0.05; number 5, H, carries 0.04; number 6, H, carries 0.10; number 7, H, carries 0.07; number 8, H, carries 0.07; number 9, C, carries -0.11; number 10, C, carries -0.34; number 11, N, carries -0.03; number 12, H, carries 0.06; number 13, H, carries 0.06; number 14, H, carries 0.07; number 15, H, carries 0.09; number 16, H, carries 0.10; number 17, H, carries 0.06; number 18, H, carries 0.05

---

[2]
An isolated ion of composition C4H10NO and charge -1. Source: OMol25; level of theory: ωB97M-V/def2-TZVPD.

ORCA input file:
```
! wB97M-V def2-TZVPD RIJCOSX def2/J DEFGRID3
* xyz -1 1
C -0.67 -0.64 1.27
N 0.47 -0.70 0.38
C 1.40 0.35 0.76
C 0.02 -0.57 -1.01
C -0.76 0.71 -1.34
O -0.30 1.85 -0.79
H -1.50 -1.27 0.95
H -1.00 0.38 1.40
H -0.38 -0.98 2.28
H 1.77 0.10 1.76
H 1.02 1.37 0.67
H 2.26 0.25 0.10
H 0.95 -0.60 -1.60
H -0.62 -1.43 -1.27
H -1.85 0.47 -1.09
H -0.80 0.72 -2.47
*
```

Values from the calculation:
LUMO level	4.3517	eV
HOMO energy	-2.176	eV
SMILES string	CN(C)CC[O-]

So, what does the Löwdin scheme give us? The charges, in e, come out as: number 1, C, carries -0.15; number 2, N, carries -0.27; number 3, C, carries -0.15; number 4, C, carries -0.25; number 5, C, carries -0.56; number 6, O, carries -0.35; number 7, H, carries 0.07; number 8, H, carries 0.07; number 9, H, carries 0.07; number 10, H, carries 0.07; number 11, H, carries 0.06; number 12, H, carries 0.07; number 13, H, carries 0.10; number 14, H, carries 0.09; number 15, H, carries 0.07; number 16, H, carries 0.07

---

[3]
C8H10ClNO4V as an isolated structure. Source: OMol25; level of theory: ωB97M-V/def2-TZVPD.

ORCA input file:
```
! wB97M-V def2-TZVPD RIJCOSX def2/J DEFGRID3
* xyz -1 3
C 0.14 -1.40 -1.56
C -1.17 -1.35 -0.97
C -1.10 -2.00 0.31
C 0.27 -2.38 0.54
C 1.04 -2.00 -0.61
V 0.14 -0.08 0.34
C -0.94 1.58 -0.70
C 0.42 1.88 -1.27
C 0.77 2.80 -2.22
N 1.35 1.02 -0.64
H -1.95 -2.21 0.95
H -2.06 -0.92 -1.41
H 0.64 -2.94 1.40
H 2.10 -2.17 -0.76
H 0.39 -1.07 -2.56
H -1.74 1.40 -1.45
H 2.34 1.10 -0.85
H -1.23 2.21 0.17
H 0.00 3.35 -2.75
H 1.81 2.94 -2.53
O 0.12 1.24 4.08
Cl -0.23 0.04 3.37
O 0.99 -0.66 2.89
O -1.05 -0.81 4.18
O -1.02 0.42 2.05
*
```

Values from the calculation:
LUMO level (spin up / spin down)	3.3406 / 3.3331	eV
HOMO energy (spin up / spin down)	-3.289 / -3.701	eV

So, what does the Löwdin scheme give us? The charges, in e, come out as: number 1, C, carries -0.16; number 2, C, carries -0.18; number 3, C, carries -0.17; number 4, C, carries -0.18; number 5, C, carries -0.17; number 6, V, carries 0.78; number 7, C, carries -0.16; number 8, C, carries -0.56; number 9, C, carries -0.04; number 10, N, carries -0.12; number 11, H, carries 0.11; number 12, H, carries 0.10; number 13, H, carries 0.10; number 14, H, carries 0.10; number 15, H, carries 0.11; number 16, H, carries 0.04; number 17, H, carries 0.06; number 18, H, carries 0.05; number 19, H, carries 0.01; number 20, H, carries 0.01; number 21, O, carries -0.32; number 22, Cl, carries 0.76; number 23, O, carries -0.38; number 24, O, carries -0.33; number 25, O, carries -0.44

---

[4]
A 3-piece molecular cluster, C19H37Cl3N2O2 overall. Source: OMol25; level of theory: ωB97M-V/def2-TZVPD.

ORCA input file:
```
! wB97M-V def2-TZVPD RIJCOSX def2/J DEFGRID3
* xyz 0 3
C -3.10 2.69 -3.28
C -2.96 1.22 -2.88
C -3.26 0.27 -4.05
C -2.10 0.21 -5.04
C -0.80 -0.18 -4.33
C -0.44 0.76 -3.18
N -1.62 0.87 -2.34
O -1.35 1.43 -1.13
C 0.74 0.03 -2.54
C 0.08 2.14 -3.67
C -4.04 0.84 -1.83
H -2.36 2.95 -4.03
H -3.01 3.32 -2.39
H -4.08 2.81 -3.75
H -3.51 -0.76 -3.77
H -4.12 0.61 -4.63
H -1.88 1.19 -5.48
H -2.32 -0.49 -5.84
H -0.01 -0.35 -5.07
H -0.96 -1.18 -3.91
H 0.43 -0.87 -2.01
H 1.43 -0.29 -3.32
H 1.25 0.70 -1.86
H -0.18 2.28 -4.71
H -0.21 2.98 -3.04
H 1.17 2.20 -3.61
H -4.23 1.67 -1.15
H -3.64 -0.05 -1.34
H -5.05 0.72 -2.22
C 0.58 -2.39 5.04
C 0.79 -1.06 4.33
C 2.24 -0.55 4.59
C 3.28 -1.20 3.63
C 2.78 -1.14 2.17
C 1.38 -1.72 1.95
N 0.43 -1.04 2.87
O -0.86 -1.36 2.62
C 1.09 -1.41 0.48
C 1.53 -3.24 2.10
C -0.10 -0.02 5.11
H -0.29 -2.94 4.69
H 0.37 -2.25 6.10
H 1.43 -3.05 4.86
H 2.33 0.53 4.47
H 2.53 -0.71 5.63
H 3.49 -2.25 3.86
H 4.23 -0.68 3.77
H 3.48 -1.66 1.52
H 2.82 -0.10 1.86
H 0.11 -1.85 0.25
H 1.00 -0.33 0.37
H 1.88 -1.73 -0.20
H 2.01 -3.61 3.00
H 0.62 -3.85 2.00
H 2.10 -3.59 1.23
H -0.19 0.89 4.51
H 0.37 0.21 6.07
H -1.08 -0.42 5.36
C 1.87 3.00 0.34
Cl 3.11 1.93 -0.32
Cl 2.71 4.39 1.07
Cl 0.90 2.09 1.49
H 1.20 3.40 -0.42
*
```

Values from the calculation:
LUMO level (spin up / spin down)	0.6418 / 0.0593	eV
HOMO energy (spin up / spin down)	-8.642 / -9.492	eV

So, what does the Löwdin scheme give us? The charges, in e, come out as: number 1, C, carries -0.02; number 2, C, carries -0.49; number 3, C, carries -0.15; number 4, C, carries -0.18; number 5, C, carries -0.16; number 6, C, carries -0.49; number 7, N, carries -0.08; number 8, O, carries -0.03; number 9, C, carries -0.05; number 10, C, carries -0.01; number 11, C, carries -0.03; number 12, H, carries 0.07; number 13, H, carries 0.09; number 14, H, carries 0.09; number 15, H, carries 0.12; number 16, H, carries 0.12; number 17, H, carries 0.10; number 18, H, carries 0.11; number 19, H, carries 0.12; number 20, H, carries 0.12; number 21, H, carries 0.07; number 22, H, carries 0.10; number 23, H, carries 0.03; number 24, H, carries 0.08; number 25, H, carries 0.08; number 26, H, carries 0.08; number 27, H, carries 0.08; number 28, H, carries 0.09; number 29, H, carries 0.09; number 30, C, carries -0.04; number 31, C, carries -0.47; number 32, C, carries -0.13; number 33, C, carries -0.16; number 34, C, carries -0.16; number 35, C, carries -0.49; number 36, N, carries -0.08; number 37, O, carries -0.01; number 38, C, carries -0.06; number 39, C, carries -0.03; number 40, C, carries -0.04; number 41, H, carries 0.09; number 42, H, carries 0.09; number 43, H, carries 0.07; number 44, H, carries 0.11; number 45, H, carries 0.12; number 46, H, carries 0.09; number 47, H, carries 0.11; number 48, H, carries 0.12; number 49, H, carries 0.07; number 50, H, carries 0.09; number 51, H, carries 0.02; number 52, H, carries 0.09; number 53, H, carries 0.06; number 54, H, carries 0.09; number 55, H, carries 0.09; number 56, H, carries 0.07; number 57, H, carries 0.08; number 58, H, carries 0.08; number 59, C, carries -1.51; number 60, Cl, carries 0.55; number 61, Cl, carries 0.52; number 62, Cl, carries 0.59; number 63, H, carries 0.01

---

Electronic energy / Ha: -269.0691; -288.3585; -2070.5133; -2386.5549
Energy above the lowest of the compared OMol25 structures with the same formula, charge and spin / kcal per mole: 29.6; 20.8; 0.0; 0.0